A cluster of 13 separate species, C83H187Br2N10O in total, computed with wB97M-V/def2-TZVPD.

Each line ends with the Mulliken charge.
Element x y z (Å)
C: 1.9274 -0.3220 -1.0725  -0.129
C: 0.6354 -1.0343 -0.4152  1.730
C: -0.4787 0.0843 -0.2561  0.401
O: 0.1513 -2.2750 -0.7690  -0.215
H: 2.0652 -0.9282 -1.9678  -0.362
H: 2.8380 -0.4012 -0.4788  0.283
H: 1.6883 0.7249 -1.2596  -0.464
H: 1.0538 -1.1700 0.5821  -0.973
H: -0.0548 0.9234 0.2955  0.405
H: -1.3392 -0.3946 0.2112  -0.162
H: -0.8143 0.4103 -1.2405  -1.161
C: -0.9783 -6.7737 1.5604  -1.029
C: -1.4812 -5.3868 1.1723  1.248
C: -2.9358 -5.2175 1.6875  -1.134
N: -3.6035 -3.8344 1.1924  0.212
C: -2.6947 -2.6104 1.5070  -0.817
C: -5.0532 -3.6846 1.6626  -0.496
C: -5.8271 -2.8849 0.5728  -0.734
C: -5.1387 -3.4745 -0.6833  -0.403
C: -3.7477 -3.9975 -0.3327  0.772
H: -0.9221 -6.9759 2.6300  0.427
H: 0.0629 -6.8244 1.2421  0.163
H: -1.5036 -7.5416 0.9925  0.013
H: -1.3966 -5.3642 0.0858  -0.339
H: -0.8677 -4.5215 1.4233  -0.047
H: -3.0884 -5.1903 2.7664  0.519
H: -3.5465 -5.9982 1.2339  0.474
H: -1.8416 -2.7364 0.8403  0.115
H: -2.4989 -2.3952 2.5574  0.182
H: -3.2204 -1.7702 1.0534  0.280
H: -5.0306 -3.2232 2.6498  0.390
H: -5.4136 -4.7119 1.7148  0.515
H: -5.5642 -1.8533 0.3391  0.170
H: -6.8932 -3.0629 0.7141  0.401
H: -5.2261 -2.6919 -1.4369  -0.002
H: -5.7221 -4.2874 -1.1158  0.452
H: -2.8596 -3.6373 -0.8520  -0.335
H: -3.6495 -5.0611 -0.5498  -0.304
C: -0.9973 1.3389 3.1239  -0.984
C: -0.8672 1.6859 4.6528  0.988
C: -0.8618 0.3393 5.3796  -1.235
N: -1.7317 0.1678 6.5818  0.615
C: -1.3176 1.2302 7.6108  -0.995
C: -1.7967 -1.2121 7.2468  -0.646
C: -3.1301 -1.3009 7.9137  -0.617
C: -3.9708 -0.2379 7.3094  -0.783
C: -3.1196 0.3524 6.1251  -0.205
H: -1.2600 2.2815 2.6437  0.357
H: -1.6707 0.5301 2.8399  -0.146
H: -0.0129 1.0088 2.7922  0.075
H: -1.7527 2.2962 4.8305  0.544
H: 0.0206 2.2516 4.9353  -0.461
H: 0.1484 0.1801 5.7568  0.558
H: -1.1265 -0.4183 4.6420  0.046
H: -0.2979 1.0447 7.9482  0.315
H: -1.9985 1.2150 8.4619  0.459
H: -1.5806 2.1823 7.1499  0.411
H: -0.8285 -1.4696 7.6764  0.501
H: -1.8539 -1.8250 6.3473  0.254
H: -3.1016 -1.2171 9.0001  0.315
H: -3.5464 -2.2541 7.5877  0.358
H: -4.0233 0.5970 8.0082  0.325
H: -4.9459 -0.6259 7.0149  0.442
H: -3.3628 1.3838 5.8698  0.422
H: -3.2825 -0.3544 5.3115  -0.094
C: 1.8403 -1.4938 -5.6614  -1.022
C: 0.3828 -1.0680 -5.6747  -0.675
C: -0.4831 -1.7842 -4.5381  -0.836
N: -1.9371 -1.3635 -4.4084  0.765
C: -2.0789 0.0714 -4.0962  -1.588
C: -2.7626 -1.7533 -5.6775  -0.631
C: -3.6132 -3.0002 -5.4120  -0.650
C: -3.8750 -2.7385 -3.9432  -0.958
C: -2.5512 -2.2712 -3.2599  0.320
H: 2.4046 -1.0933 -4.8191  0.036
H: 2.2227 -0.9808 -6.5438  0.493
H: 2.0105 -2.5663 -5.7556  0.347
H: -0.0487 -1.1406 -6.6731  0.352
H: 0.2074 -0.0208 -5.4284  0.395
H: -0.0522 -1.5376 -3.5677  0.226
H: -0.5495 -2.8632 -4.6774  0.578
H: -3.1055 0.3024 -3.8118  0.735
H: -1.8287 0.5568 -5.0395  0.713
H: -1.3683 0.3371 -3.3136  0.026
H: -3.3312 -0.8246 -5.7266  0.455
H: -2.1928 -1.7630 -6.6066  0.341
H: -4.5417 -2.9473 -5.9806  0.443
H: -3.0614 -3.9313 -5.5413  0.275
H: -4.5952 -2.0074 -3.5759  0.647
H: -4.3287 -3.6126 -3.4759  0.279
H: -2.5796 -1.7347 -2.3115  0.101
H: -1.8305 -3.0821 -3.1545  -0.252
C: 2.6530 3.8632 1.6818  -1.296
C: 2.7300 4.9565 2.8013  -0.240
C: 1.8404 4.7563 3.9848  -0.740
N: 1.7845 5.9233 4.9920  0.802
C: 1.7015 7.2918 4.3214  -1.318
C: 2.8129 5.9156 6.0953  -0.465
C: 2.1306 5.5349 7.3814  -1.018
C: 0.8144 5.0472 6.9899  0.077
C: 0.4824 5.8259 5.7877  -0.799
H: 2.7733 2.8962 2.1701  0.224
H: 3.3823 4.0530 0.8943  0.577
H: 1.7947 3.7709 1.0162  0.126
H: 2.7326 5.8879 2.2351  0.217
H: 3.7752 5.0507 3.0961  0.424
H: 2.1329 3.8298 4.4788  0.305
H: 0.7996 4.5196 3.7638  0.194
H: 0.9956 7.3610 3.4937  0.500
H: 2.6661 7.5493 3.8839  0.458
H: 1.4039 8.0821 5.0105  0.487
H: 3.3807 6.8447 6.0457  0.441
H: 3.3897 5.0074 5.9207  0.247
H: 2.0718 6.4552 7.9626  0.298
H: 2.7616 4.8531 7.9515  0.444
H: 0.1052 5.3343 7.7663  0.516
H: 0.8297 3.9757 6.7902  -0.205
H: 0.0989 6.8094 6.0593  0.509
H: -0.2967 5.4111 5.1481  0.306
C: -1.9609 -6.9932 -3.3750  -1.273
C: -2.1058 -8.4980 -3.1187  -0.495
C: -3.1602 -8.7420 -1.9909  -0.801
N: -3.7847 -10.1329 -2.0282  0.264
C: -4.7822 -9.9965 -3.0912  -1.159
C: -2.8768 -11.3336 -2.3805  -0.480
C: -2.6448 -12.0175 -1.0092  -0.588
C: -3.4802 -11.1723 0.0432  -0.544
C: -4.5664 -10.4710 -0.7535  -0.513
H: -1.8782 -6.5154 -2.3988  -0.148
H: -2.8254 -6.6286 -3.9298  0.510
H: -1.0960 -6.6512 -3.9434  0.467
H: -1.1336 -8.7683 -2.7066  0.338
H: -2.4263 -9.2288 -3.8612  0.646
H: -3.8684 -7.9208 -1.8805  0.508
H: -2.6680 -8.5786 -1.0322  0.232
H: -5.2374 -10.9518 -3.3524  0.531
H: -4.3907 -9.6911 -4.0615  0.412
H: -5.5972 -9.3786 -2.7141  0.426
H: -3.2667 -11.9977 -3.1519  0.480
H: -1.9446 -10.9429 -2.7884  0.196
H: -3.1174 -12.9839 -1.1848  0.304
H: -1.5833 -12.1271 -0.7870  0.349
H: -3.9206 -11.7908 0.8253  0.463
H: -3.0203 -10.4299 0.6955  0.178
H: -5.3549 -11.1947 -0.9597  0.429
H: -4.9510 -9.5440 -0.3282  0.292
C: 2.8465 -5.7283 2.8215  -1.195
C: 3.5143 -4.4267 3.1601  -0.832
C: 2.5991 -3.2139 2.9739  0.042
N: 3.2307 -1.8438 3.5184  0.779
C: 2.0956 -1.0524 4.1869  -1.720
C: 3.8757 -1.1884 2.3322  0.212
C: 5.0053 -0.1805 2.8273  -0.412
C: 5.2769 -0.5502 4.3526  -0.851
C: 4.4759 -1.8794 4.4919  -0.789
H: 3.4468 -6.6322 2.7176  0.421
H: 2.3440 -5.5986 1.8630  -0.055
H: 2.0642 -5.8735 3.5665  0.418
H: 4.4017 -4.3384 2.5333  0.396
H: 3.8956 -4.3934 4.1807  0.695
H: 1.7644 -3.3144 3.6676  0.529
H: 2.4302 -2.9449 1.9313  -0.158
H: 2.3666 -0.0223 4.4184  0.492
H: 1.6706 -1.5976 5.0297  0.508
H: 1.2246 -1.1240 3.5355  0.635
H: 3.0499 -0.6526 1.8643  -0.406
H: 4.4874 -1.9770 1.8942  0.299
H: 4.6415 0.8350 2.9834  -0.151
H: 5.8609 -0.1779 2.1520  0.520
H: 4.8709 0.2186 5.0101  0.316
H: 6.3554 -0.6404 4.4815  0.410
H: 4.1311 -2.1062 5.5007  0.432
H: 5.1813 -2.6098 4.0955  0.508
C: -3.9548 10.5752 -0.9717  -1.532
C: -2.8339 9.5992 -0.6857  0.395
C: -1.6106 9.9552 -1.4594  -0.750
N: -0.4205 9.0406 -1.2298  0.301
C: 0.5184 9.4095 -2.4324  -1.097
C: -0.7067 7.5602 -1.2694  -0.755
C: 0.4540 6.8293 -0.8416  -0.164
C: 1.0041 7.6937 0.3267  -0.097
C: 0.5292 9.1604 0.0712  -0.643
H: -4.1236 10.7479 -2.0347  0.381
H: -3.7324 11.5740 -0.5961  0.453
H: -4.8838 10.1898 -0.5516  0.403
H: -3.1880 8.5809 -0.8462  -0.314
H: -2.5378 9.6273 0.3629  0.310
H: -1.2570 10.9838 -1.3890  0.460
H: -1.8833 9.8550 -2.5100  0.477
H: 1.4605 8.8644 -2.3737  0.452
H: 0.7756 10.4591 -2.5746  0.357
H: 0.1035 9.0098 -3.3576  0.425
H: -1.0849 7.3368 -2.2670  0.406
H: -1.4260 7.5155 -0.4516  0.337
H: 1.1810 6.6889 -1.6415  0.014
H: 0.2798 5.8192 -0.4708  0.182
H: 2.0882 7.8059 0.3143  0.439
H: 0.8805 7.2092 1.2952  -0.252
H: 1.2833 9.9378 -0.0515  0.457
H: -0.0994 9.3553 0.9402  0.249
C: -1.0172 3.5422 -2.3537  -1.222
C: -2.1403 3.3444 -1.3076  0.221
C: -3.4973 3.9335 -1.8709  -1.134
N: -4.5384 4.1835 -0.7637  0.702
C: -4.5108 3.1595 0.4158  -1.557
C: -4.4836 5.5976 -0.2491  0.028
C: -5.5710 6.4859 -0.9966  -0.465
C: -6.0658 5.5544 -2.1478  -0.769
C: -5.8869 4.1604 -1.4343  -0.651
H: -0.9081 4.6077 -2.5562  0.300
H: -1.2587 3.1866 -3.3554  0.594
H: -0.1291 3.0793 -1.9235  -0.181
H: -1.8285 3.9072 -0.4277  0.297
H: -2.1134 2.3354 -0.8962  0.181
H: -3.9788 3.1942 -2.5109  0.370
H: -3.3310 4.8151 -2.4898  0.319
H: -5.3443 3.4112 1.0716  0.416
H: -3.5487 3.2258 0.9238  0.536
H: -4.6933 2.1730 -0.0103  0.506
H: -4.6993 5.5342 0.8174  0.430
H: -3.4734 6.0065 -0.2699  -0.262
H: -6.3911 6.7377 -0.3243  0.377
H: -5.2013 7.4316 -1.3930  0.205
H: -7.0526 5.7882 -2.5473  0.490
H: -5.3288 5.6354 -2.9467  0.306
H: -6.5482 4.1946 -0.5684  0.460
H: -5.9965 3.2330 -1.9964  0.402
C: 7.0479 -4.6242 -2.9299  -1.346
C: 6.0300 -3.6630 -2.2098  -0.679
C: 4.6011 -3.5074 -2.7433  -0.237
N: 3.5541 -4.3218 -1.9985  0.574
C: 3.3161 -3.7220 -0.5840  -0.701
C: 3.8731 -5.8218 -1.8837  -0.739
C: 2.6046 -6.5245 -1.7655  -1.099
C: 1.4443 -5.5619 -2.1178  0.817
C: 2.2055 -4.3578 -2.7110  -0.256
H: 8.1154 -4.4662 -2.7761  0.414
H: 7.0861 -4.4857 -4.0104  0.356
H: 6.8999 -5.6558 -2.6106  0.278
H: 6.4717 -2.6669 -2.2405  0.419
H: 6.1781 -3.8099 -1.1400  0.202
H: 4.5689 -4.0363 -3.6958  0.677
H: 4.3424 -2.4659 -2.9342  0.236
H: 2.3450 -4.0120 -0.1828  -0.091
H: 3.4974 -2.6475 -0.6092  0.021
H: 4.1354 -4.1500 -0.0062  0.494
H: 4.6828 -5.9077 -1.1591  0.505
H: 4.3102 -6.1395 -2.8303  0.391
H: 2.5215 -6.8837 -0.7397  0.255
H: 2.6049 -7.4476 -2.3452  0.495
H: 0.8544 -5.1982 -1.2765  -0.452
H: 0.6864 -5.9899 -2.7740  -0.036
H: 1.6411 -3.4437 -2.5268  -0.276
H: 2.3835 -4.4674 -3.7808  0.606
C: 8.1720 5.4284 -3.4302  -1.501
C: 6.9236 4.6787 -3.1657  0.031
C: 6.0053 4.6138 -4.4491  -0.697
N: 4.6803 3.7648 -4.3745  0.136
C: 4.0006 3.9697 -5.7914  -0.960
C: 3.6337 4.0426 -3.2207  -0.373
C: 3.0108 2.7130 -2.7714  0.792
C: 3.6331 1.6594 -3.7534  0.339
C: 5.0476 2.2483 -4.1905  -0.907
H: 8.8192 4.9521 -4.1666  0.380
H: 8.6871 5.6134 -2.4876  0.391
H: 8.0017 6.4506 -3.7683  0.369
H: 6.3606 5.1995 -2.3912  0.226
H: 7.1253 3.6745 -2.7927  0.283
H: 6.5759 4.3458 -5.3383  0.399
H: 5.5744 5.5868 -4.6850  0.448
H: 3.1015 3.3663 -5.9164  0.346
H: 4.7317 3.5613 -6.4891  0.376
H: 3.8312 5.0460 -5.8228  0.398
H: 2.8745 4.7921 -3.4443  0.179
H: 4.2984 4.4136 -2.4405  0.243
H: 1.9220 2.7167 -2.7213  -0.784
H: 3.4096 2.3527 -1.8232  0.196
H: 2.9509 1.5302 -4.5936  0.155
H: 3.6670 0.7074 -3.2237  -0.205
H: 5.6187 1.9072 -5.0540  0.489
H: 5.7683 2.2574 -3.3729  0.197
Br: -4.7515 0.2565 3.0099  -0.699
Br: 6.7188 0.4099 -0.8353  -0.789

As for the HOMO energy: -17.15 eV. The largest force on an atom is 3.9 eV/A. As for the HOMO-LUMO gap: 5.36 eV. As for the total energy: -9042.42558 hartree. As for the net charge: +7.